(1)
The following is a DFT calculation (ωB97M-V with the def2-TZVPD basis set) of C55H59AsCl2IN2NdO2P2 as an isolated structure at a distorted geometry.

XYZ file:
```
125
Properties=species:S:1:pos:R:3
Nd 0.1781 0.4487 -0.3778
C 1.2540 3.8755 -1.8822
P 0.5764 2.5491 -3.0298
C -0.7310 3.4693 -3.9448
C -0.5047 4.6972 -4.5552
C -1.5295 5.3454 -5.2188
C -2.7899 4.7738 -5.2813
C -3.0218 3.5467 -4.6847
C -1.9941 2.8955 -4.0285
C 1.8564 2.5749 -4.3603
C 1.9545 1.4484 -5.1753
C 2.8706 1.3836 -6.2095
C 3.7161 2.4519 -6.4550
C 3.6374 3.5730 -5.6466
C 2.7255 3.6327 -4.6065
C 2.4339 3.2090 -1.2840
C 3.8024 3.6033 -1.3749
C 4.5314 2.6268 -0.7635
C 3.5872 1.6454 -0.2771
C 3.8345 0.5624 0.4996
P 1.8262 -1.6946 -1.1354
C 0.9227 -2.9720 -2.0265
C -0.1423 -3.5897 -1.3562
C -0.9613 -4.5004 -1.9902
C -0.7394 -4.8225 -3.3217
C 0.3144 -4.2256 -3.9974
C 1.1424 -3.3180 -3.3661
C 3.2793 -1.4479 -2.1974
C 3.6006 -0.2209 -2.7691
C 4.7760 -0.0625 -3.4779
C 5.6386 -1.1314 -3.6458
C 5.3327 -2.3583 -3.0771
C 4.1725 -2.5107 -2.3472
N 2.2984 2.0380 -0.6649
H 0.4729 4.0545 -1.1384
H 1.4999 4.8259 -2.3533
H 0.4729 5.1521 -4.5146
H -1.3473 6.3054 -5.6812
H -3.5911 5.2804 -5.7968
H -4.0045 3.1000 -4.7138
H -2.1767 1.9464 -3.5467
H 1.3090 0.6017 -4.9971
H 2.9309 0.4914 -6.8182
H 4.4259 2.4101 -7.2708
H 4.3013 4.4065 -5.8293
H 2.7052 4.5232 -3.9997
H 4.1580 4.5102 -1.8279
H 5.5951 2.5626 -0.6411
H 3.0354 -0.0689 0.8675
H 4.8376 0.2947 0.7775
H -0.2989 -3.3511 -0.3125
H -1.7679 -4.9671 -1.4434
H -1.3796 -5.5285 -3.8288
H 0.4918 -4.4711 -5.0371
H 1.9546 -2.8598 -3.9164
H 2.9203 0.6158 -2.6648
H 5.0133 0.9023 -3.9000
H 6.5463 -1.0091 -4.2166
H 6.0132 -3.1907 -3.1899
H 3.9418 -3.4577 -1.8785
O 1.0724 2.2964 1.6370
H 1.9075 2.0774 2.0672
H 1.0827 3.2463 1.4641
O -1.9881 -1.0729 -1.2318
H -2.7873 -0.9363 -0.6873
H -1.9353 -2.0312 -1.3859
I -1.9632 2.5248 -0.4274
Cl -0.2919 -0.4686 -3.3669
C -1.5106 -0.7765 -4.6260
Cl -3.0320 -1.3457 -3.9333
H -1.1270 -1.5517 -5.2869
H -1.7080 0.1624 -5.1422
C -6.1342 1.8482 4.3663
C -4.7087 1.3975 4.2908
C -4.3591 0.0670 4.4057
C -3.0492 -0.3727 4.2341
C -2.8195 -1.8445 4.4157
C -2.0434 0.5545 3.9547
As -0.2177 0.1244 3.2857
N -0.6908 -0.5881 1.6531
C -1.9122 -1.2363 1.5454
C -3.1213 -0.5235 1.4164
C -4.3119 -1.1642 1.1322
C -4.3552 -2.5441 0.9959
C -3.1887 -3.2721 1.1770
C -1.9946 -2.6355 1.4559
C 0.2890 -1.4150 4.5088
C 0.9354 -2.5702 4.0634
C 1.4103 -2.7409 2.6470
C 1.2214 -3.6000 4.9557
C 0.9211 -3.5010 6.3009
C 1.1884 -4.6240 7.2553
C 0.3902 -2.3029 6.7572
C 0.0938 -1.2639 5.8909
C -0.4207 0.0160 6.4831
C -2.3808 1.9172 3.9261
C -1.3328 2.9712 3.7161
C -3.6933 2.3207 4.0868
H -6.7952 1.0234 4.6157
H -6.4441 2.2551 3.4046
H -6.2513 2.6309 5.1130
H -5.1262 -0.6673 4.6096
H -3.5439 -2.4092 3.8314
H -2.9584 -2.1064 5.4666
H -1.8195 -2.1416 4.1178
H -3.1144 0.5510 1.5269
H -5.2089 -0.5710 1.0191
H -5.2843 -3.0420 0.7593
H -3.2035 -4.3520 1.1062
H -1.1007 -3.2180 1.6229
H 0.9982 -1.9704 1.9911
H 1.1379 -3.7255 2.2658
H 2.5003 -2.6755 2.6202
H 1.7030 -4.4957 4.5844
H 1.5580 -5.5016 6.7339
H 0.2788 -4.8949 7.7877
H 1.9273 -4.3292 7.9979
H 0.2034 -2.1764 7.8165
H -0.1312 0.0850 7.5302
H -1.5082 0.0653 6.4289
H -0.0127 0.8726 5.9421
H -0.9356 2.9047 2.7041
H -0.5126 2.8398 4.4259
H -1.7669 3.9580 3.8494
H -3.9315 3.3733 4.0288
```

Values from the calculation:
Highest occupied orbital energy (alpha / beta)   -6.52 / -6.53 eV
⟨S²⟩   3.75
Strongest force on any atom   1.77 eV/Å
Gap between HOMO and LUMO (alpha / beta)   5.10 / 5.11 eV
LUMO energy (alpha / beta)   -1.42 / -1.42 eV
Multiplicity   4

(2)
The following is a DFT calculation (ωB97M-V with the def2-TZVPD basis set) of C55H59IInN12Se as an isolated structure at a distorted geometry.

XYZ file:
```
129
Properties=species:S:1:pos:R:3
In -0.1514 -0.6026 0.3435
C -0.0167 -4.4682 5.2759
C -1.2952 -4.3973 4.4348
C -1.3541 -3.0978 3.7065
C -2.0354 -1.9773 4.0639
C -2.9630 -1.8200 5.2212
C -4.3867 -2.2418 4.8427
C -1.6670 -0.9385 3.1133
N -0.7528 -1.4645 2.2179
C -0.6004 -2.7759 2.5115
C 0.1051 -3.7130 1.7591
C 0.7347 -3.5265 0.5410
C 1.3597 -4.5634 -0.2456
C 1.4838 -5.9843 0.1855
C 2.6260 -6.1823 1.1867
C 1.7750 -3.9853 -1.4128
C 1.4242 -2.5815 -1.3399
C 1.5950 -1.6409 -2.3450
C 1.0471 -0.3587 -2.4274
N 0.3830 0.2786 -1.4475
C -0.1587 1.4304 -1.9550
C -0.9153 2.3371 -1.2661
C -1.1201 2.4341 0.1785
N -0.2306 1.6825 2.3452
C -1.6558 1.4590 2.3219
C -2.1347 0.3364 3.1435
C -2.2457 2.8389 2.7509
C -0.9743 3.9466 0.7084
C -1.1356 5.1362 -0.2323
C -2.5569 5.3827 -0.7323
C -2.1838 3.0579 4.2705
C -0.9440 3.8296 4.7131
C 0.2408 1.5407 -3.3489
C 1.0071 0.4483 -3.6289
C 1.6695 0.0992 -4.9219
C 3.1524 0.4874 -4.9368
C -0.0377 2.7194 -4.2173
C 1.1135 3.7292 -4.1360
N 0.7992 -2.3542 -0.1502
C 2.4228 -4.6605 -2.5774
C 3.9422 -4.7414 -2.4150
H -0.0029 -5.3817 5.8656
H 0.0398 -3.6157 5.9510
H 0.8643 -4.4463 4.6375
H -2.1629 -4.4830 5.0879
H -1.3210 -5.2328 3.7320
H -2.9604 -0.7849 5.5657
H -2.6154 -2.4458 6.0461
H -4.7609 -1.6426 4.0155
H -5.0524 -2.1252 5.6944
H -4.4024 -3.2848 4.5357
H 0.1127 -4.7216 2.1483
H 1.6632 -6.6110 -0.6883
H 0.5476 -6.3051 0.6475
H 3.5762 -5.8863 0.7488
H 2.6886 -7.2291 1.4736
H 2.4669 -5.5880 2.0837
H 2.1390 -1.9676 -3.2215
H -1.3976 3.1014 -1.8560
H -2.9933 0.5244 3.7712
H -0.4551 5.0006 -1.0759
H -0.8027 6.0171 0.3228
H -3.0474 4.4709 -1.0648
H -2.5352 6.0905 -1.5583
H -3.1606 5.8111 0.0634
H -2.1791 2.0863 4.7654
H -3.0836 3.5761 4.6214
H -0.0488 3.3728 4.2987
H -0.8733 3.8262 5.7975
H -0.9868 4.8649 4.3800
H 1.1647 0.6132 -5.7398
H 1.5784 -0.9766 -5.1022
H 3.2560 1.5487 -4.7257
H 3.5818 0.2761 -5.9142
H 3.7102 -0.0684 -4.1843
H -0.9633 3.2064 -3.9061
H -0.1634 2.4002 -5.2534
H 1.2759 4.0420 -3.1071
H 0.8945 4.6074 -4.7369
H 2.0358 3.2852 -4.5005
H 2.1897 -4.1238 -3.5000
H 2.0244 -5.6727 -2.6785
H 4.3584 -3.7515 -2.2404
H 4.3926 -5.1601 -3.3121
H 4.1975 -5.3767 -1.5710
Se -3.9282 5.3187 2.9804
N -4.5210 3.7698 2.3391
C -3.6324 2.8674 2.0959
C -3.6141 1.9277 1.0200
C -4.6681 1.3734 0.3472
C -4.4410 0.2273 -0.4263
C -3.1938 -0.3595 -0.3892
N -2.1306 0.1757 0.2031
C -2.2278 1.4263 0.8399
C 0.0739 2.2112 1.0653
N 0.7741 1.0535 1.4940
C 2.0791 1.4737 1.9039
C 2.4726 2.7611 1.9540
C 1.6638 3.9191 1.5882
C 0.4640 3.6057 1.0950
C -1.8009 4.0623 1.9682
N -2.3246 5.2097 2.2256
H -5.6611 1.7647 0.5001
H -5.2516 -0.2518 -0.9444
H -3.0035 -1.3263 -0.8380
H 2.7446 0.6643 2.1662
H 3.4818 2.9672 2.2794
H 2.0589 4.9151 1.6909
I -4.4781 -1.7049 -5.9808
C -2.8572 -1.8294 -4.6687
C -1.7706 -2.6731 -4.7505
N -1.0393 -2.4410 -3.6458
N -1.5824 -1.5099 -2.8618
C -2.6844 -1.1181 -3.4740
H -1.4983 -3.3918 -5.4944
H -0.1725 -2.8778 -3.3612
H -3.3238 -0.3671 -3.0570
C 6.1628 1.5633 -2.5526
N 4.8565 1.6484 -1.9589
C 4.0924 2.7758 -1.8735
C 2.9650 2.4193 -1.1925
N 3.0286 1.1062 -0.8416
C 4.1703 0.6775 -1.3192
H 6.8890 2.1178 -1.9550
H 6.1533 1.9821 -3.5592
H 6.4672 0.5214 -2.6055
H 4.4096 3.7112 -2.2873
H 2.1198 3.0231 -0.9314
H 4.5295 -0.3265 -1.2080
```

Values from the calculation:
Highest occupied orbital energy   -8.59 eV
Strongest force on any atom   1.86 eV/Å
Gap between HOMO and LUMO   4.36 eV
LUMO energy   -4.22 eV
Total charge   +1

(3)
The following is a DFT calculation (ωB97M-V with the def2-TZVPD basis set) of a 8-piece molecular cluster, C55H61N8O18 overall.

XYZ file:
```
142
Properties=species:S:1:pos:R:3
C 2.6596 -2.6767 2.5565
O 1.6346 -1.7249 2.4255
C 1.8125 -0.4888 3.0881
C 2.4419 0.5916 2.1999
C 3.9054 0.9420 2.4911
C 4.9426 0.0631 1.7647
C 5.8565 -0.7385 2.6932
C 7.1461 -1.1740 1.9973
C 8.0742 -1.9208 2.9242
O 8.8490 -2.8997 2.3212
C 9.7417 -3.3732 3.3230
C 10.0145 -2.1475 4.2240
N 9.1926 -1.0793 3.5640
C 8.7745 0.0312 4.4764
O 8.5809 1.1252 3.6394
C 7.5559 2.0625 3.7988
C 7.0562 2.3096 5.1895
O 7.2391 2.6599 2.8303
H 2.2155 -3.6665 2.4466
H 3.4281 -2.5627 1.7796
H 3.1382 -2.6120 3.5422
H 0.8096 -0.1756 3.3801
H 2.3946 -0.6347 4.0096
H 1.8494 1.5021 2.3095
H 2.3163 0.2664 1.1654
H 4.0783 1.9880 2.2347
H 4.0703 0.8673 3.5748
H 4.4123 -0.6388 1.1155
H 5.5686 0.6780 1.1144
H 5.3416 -1.6320 3.0620
H 6.0751 -0.1290 3.5756
H 7.6507 -0.3158 1.5449
H 6.8989 -1.8519 1.1768
H 7.5214 -2.3402 3.7799
H 9.2878 -4.1806 3.9011
H 10.6325 -3.7527 2.8295
H 9.5893 -2.2937 5.2164
H 11.0524 -1.8379 4.3026
H 9.7204 -0.6596 2.7936
H 7.8716 -0.2969 4.9903
H 9.5886 0.2051 5.1815
H 7.8055 2.8893 5.7331
H 6.1450 2.8960 5.1039
H 6.8378 1.4060 5.7555
C -0.8670 -3.5531 1.4798
C -0.8995 -4.2506 2.6805
C -1.8537 -5.2323 2.8963
C -2.7653 -5.4914 1.8903
C -2.7621 -4.8078 0.6884
C -1.8018 -3.8283 0.4891
N -3.7823 -6.5390 2.1104
O -3.7764 -7.1113 3.1816
O -4.5610 -6.7649 1.2079
H -0.1228 -2.7822 1.3257
H -0.1814 -4.0233 3.4579
H -1.9000 -5.7859 3.8218
H -3.4983 -5.0399 -0.0664
H -1.7859 -3.2716 -0.4375
C -4.3273 2.6187 2.7623
C -4.7757 1.5872 1.9492
C -3.8668 0.7710 1.2971
C -2.5177 1.0169 1.4739
C -2.0444 2.0332 2.2847
C -2.9655 2.8386 2.9329
N -1.5502 0.1702 0.7596
O -1.9857 -0.6589 -0.0144
O -0.3652 0.3402 0.9779
H -5.0423 3.2566 3.2643
H -5.8344 1.4211 1.8082
H -4.1972 -0.0366 0.6620
H -0.9820 2.1933 2.3905
H -2.6199 3.6447 3.5654
C 11.7164 -4.0076 -2.0141
C 11.3654 -3.2391 -3.1161
C 10.1282 -2.6167 -3.1661
C 9.2661 -2.7841 -2.0983
C 9.5860 -3.5492 -0.9931
C 10.8285 -4.1628 -0.9569
N 7.9609 -2.1035 -2.1299
O 7.6760 -1.4725 -3.1214
O 7.2410 -2.2107 -1.1510
H 12.6821 -4.4940 -1.9837
H 12.0546 -3.1244 -3.9410
H 9.8336 -2.0138 -4.0117
H 8.8794 -3.6714 -0.1869
H 11.0989 -4.7782 -0.1089
C -3.5940 -0.9553 -4.4582
C -3.2941 -0.2977 -3.2721
C -4.3100 0.2608 -2.5149
C -5.6137 0.1380 -2.9628
C -5.9392 -0.5055 -4.1431
C -4.9088 -1.0545 -4.8915
N -6.6978 0.7059 -2.1386
O -6.3956 1.2861 -1.1100
O -7.8357 0.5692 -2.5323
H -2.7984 -1.3907 -5.0484
H -2.2709 -0.2219 -2.9309
H -4.0997 0.7839 -1.5961
H -6.9606 -0.5809 -4.4852
H -5.1408 -1.5599 -5.8188
C 10.8474 3.8026 1.7605
C 12.0222 4.2788 1.1938
C 12.2552 5.6433 1.1221
C 11.2950 6.5004 1.6246
C 10.1172 6.0514 2.1902
C 9.8965 4.6846 2.2565
N 11.5386 7.9575 1.5576
O 12.5695 8.3275 1.0382
O 10.6910 8.6863 2.0285
H 10.6647 2.7361 1.8072
H 12.7593 3.5911 0.8020
H 13.1585 6.0411 0.6850
H 9.3947 6.7607 2.5649
H 8.9811 4.3084 2.6898
C -13.3840 0.8530 -3.7160
C -12.1099 1.0232 -3.1899
C -10.9950 0.6920 -3.9432
C -11.1956 0.1953 -5.2183
C -12.4531 0.0146 -5.7642
C -13.5591 0.3480 -4.9984
N -10.0164 -0.1562 -6.0292
O -8.9201 -0.0017 -5.5233
O -10.2005 -0.5777 -7.1511
H -14.2491 1.1160 -3.1206
H -11.9791 1.4137 -2.1899
H -9.9950 0.8102 -3.5541
H -12.5608 -0.3781 -6.7640
H -14.5518 0.2152 -5.4057
C -19.3554 3.6208 -3.9011
C -18.5676 2.5775 -3.4326
C -17.9199 1.7394 -4.3257
C -18.0800 1.9722 -5.6792
C -18.8604 3.0014 -6.1713
C -19.5023 3.8309 -5.2658
N -17.3898 1.0894 -6.6378
O -16.7086 0.1885 -6.1838
O -17.5380 1.3107 -7.8195
H -19.8588 4.2722 -3.1992
H -18.4585 2.4130 -2.3694
H -17.3087 0.9169 -3.9863
H -18.9587 3.1445 -7.2366
H -20.1182 4.6421 -5.6283
```

Values from the calculation:
Highest occupied orbital energy   -10.56 eV
Strongest force on any atom   0.37 eV/Å
Gap between HOMO and LUMO   7.70 eV
LUMO energy   -2.86 eV
Total charge   +1